(1)
ORCA calculation (ωB97M-V/def2-TZVPD) on C3H4BrCl as an isolated structure at a distorted geometry.

Atoms and positions in Å:
H  1.686  0.484  0.510
Br  -2.882  0.698  0.032
C  -0.197  -0.136  0.214
H  -0.604  1.925  -0.137
C  -1.035  0.848  0.076
Cl  -1.246  -2.198  0.151
C  1.224  -0.271  -0.042
H  1.509  -1.266  0.280
H  1.546  -0.083  -1.084

Values from the calculation:
E_HOMO = -9.88 eV
HOMO-LUMO gap = 8.92 eV
Multiplicity = 1

Results of the Löwdin charge analysis, in e, for atoms 1 through 8: H 0.066; Br 0.703; C -0.402; H 0.127; C -0.682; Cl 0.127; C -0.121; H 0.074



(2)
ORCA calculation (ωB97M-V/def2-TZVPD) on a 4-piece molecular cluster, C3H14O3S2 overall at a distorted geometry.

Atoms and positions in Å:
H  3.824  0.713  -0.250
H  3.691  -1.973  -0.230
O  -1.565  3.206  2.190
H  -1.798  -0.076  -0.493
C  -0.758  -0.465  -0.328
H  -0.396  -1.724  -4.260
H  -1.336  -2.141  -5.390
H  2.537  0.420  1.151
H  -0.797  -1.680  -0.546
H  2.364  -1.889  0.810
C  2.804  -1.314  -0.043
S  1.658  -1.694  -1.344
C  3.324  0.018  0.447
H  -4.197  1.665  1.858
H  -4.416  2.239  3.209
O  -4.344  1.323  2.804
O  -0.638  -2.602  -4.747
H  -0.516  -0.192  0.773
H  4.250  -0.204  1.120
H  -2.042  2.486  2.599
S  0.615  0.029  -1.536
H  -2.264  3.854  2.205

Values from the calculation:
Total charge = +1
E_HOMO (alpha / beta) = -14.23 / -14.23 eV
HOMO-LUMO gap (alpha / beta) = 9.93 / 5.79 eV
Expectation value of S² = 0.754
Multiplicity = 2

Results of the Löwdin charge analysis, in e, for atoms 1 through 8: H 0.093; H 0.103; O -0.049; H 0.054; C -0.377; H 0.039; H 0.107; H 0.098



(3)
ORCA calculation (ωB97M-V/def2-TZVPD) on C26H53N2RuSSbSi5 as an isolated structure.

Atoms and positions in Å:
N  -2.727  1.959  0.071
H  6.105  -0.613  -1.388
H  2.055  3.269  2.181
H  -4.472  1.212  2.192
H  -1.448  -5.662  -0.336
C  -5.030  0.277  2.205
H  1.931  0.874  -3.464
H  -1.016  4.820  0.480
H  -5.404  -2.605  -3.196
C  -1.869  4.175  0.326
H  -3.328  5.740  0.257
H  -5.429  0.104  -3.241
H  3.005  3.708  -2.051
H  5.993  -1.183  1.072
Si  3.765  -0.748  2.078
C  2.734  4.038  -1.049
H  -4.767  1.722  -0.111
C  -2.465  -0.936  -2.851
H  3.654  -2.420  -3.430
C  -1.695  2.804  0.243
H  1.994  0.367  3.412
H  2.199  -2.122  -2.486
H  -4.228  -3.633  2.248
C  -3.154  4.674  0.209
C  5.500  3.198  0.078
H  2.028  -2.521  1.952
H  3.465  -3.055  2.810
H  -1.757  -0.153  -2.526
Si  -3.989  -1.207  1.760
H  5.789  3.148  -0.972
C  5.624  -0.669  1.959
H  -1.891  -1.859  -2.949
H  3.691  -2.659  -1.687
H  -1.868  -2.054  2.823
H  2.972  5.101  -0.977
H  -5.354  0.114  3.235
H  -6.034  0.375  -1.618
C  -1.345  -4.588  -0.275
H  3.232  0.470  -4.584
H  0.984  -2.130  -0.218
H  3.141  -0.497  4.435
C  3.116  -2.491  1.941
H  -5.237  4.160  -0.040
C  -4.904  -2.781  2.176
C  -2.296  -2.414  -0.073
Si  3.822  -0.248  -2.314
C  3.286  -2.028  -2.479
H  6.036  2.419  0.621
H  3.476  -3.007  1.050
C  -2.471  -3.791  -0.163
Ru  -1.732  0.087  0.034
Si  -4.015  -1.147  -1.777
C  -4.881  -2.735  -2.248
H  -5.672  -3.016  1.437
S  -0.182  1.909  0.386
H  -2.718  -0.900  3.855
C  -0.078  -4.009  -0.315
C  -3.309  -1.305  -0.010
N  -1.061  -1.880  -0.074
H  -5.933  0.394  1.605
C  3.052  0.141  3.552
C  3.015  0.850  -3.584
H  -4.608  1.255  -2.207
H  5.995  0.356  1.947
H  -2.776  -0.625  -3.851
H  0.810  -4.614  -0.423
H  -1.708  -0.314  2.571
H  6.115  -0.445  -3.140
Sb  2.974  0.606  -0.006
H  3.573  1.073  3.764
H  -4.189  -3.568  -2.369
H  3.387  1.873  -3.535
Si  3.648  3.111  0.285
H  -3.465  -4.211  -0.138
H  3.723  3.224  2.775
C  -5.122  0.295  -2.209
H  1.657  3.923  -0.931
C  0.029  -2.639  -0.213
H  5.972  0.987  -2.125
C  -2.424  -1.115  2.825
H  -5.627  -3.019  -1.503
H  5.842  4.161  0.466
C  5.674  -0.056  -2.219
H  -5.403  -2.680  3.141
H  3.084  4.697  2.057
C  -4.223  3.799  0.041
H  6.058  -1.163  2.831
C  3.074  3.606  1.987
C  -3.973  2.443  -0.013

Values from the calculation:
Total charge = +2
E_HOMO (alpha / beta) = -13.47 / -13.73 eV
HOMO-LUMO gap (alpha / beta) = 8.56 / 6.49 eV
Expectation value of S² = 6.021
Multiplicity = 5

Results of the Löwdin charge analysis, in e, for atoms 1 through 8: N -0.119; H 0.026; H 0.010; H 0.019; H 0.128; C -0.168; H 0.033; H 0.117



(4)
ORCA calculation (ωB97M-V/def2-TZVPD) on C4H8O2 as an isolated structure at a distorted geometry.

Atoms and positions in Å:
H  0.107  -2.440  -0.032
H  1.709  0.641  0.233
O  0.452  -0.636  -0.891
O  -0.359  1.427  -0.510
H  -2.061  -1.300  0.401
C  -1.167  -0.680  0.499
H  1.582  1.987  -0.873
C  1.063  1.504  -0.048
H  -1.375  0.022  -1.637
H  -1.242  -0.064  1.398
C  0.166  -1.402  0.281
C  -0.739  0.123  -0.744
H  0.953  2.104  0.839
H  0.910  -1.286  1.085

Values from the calculation:
E_HOMO = -9.65 eV
HOMO-LUMO gap = 10.69 eV
Multiplicity = 1

Results of the Löwdin charge analysis, in e, for atoms 1 through 8: H 0.113; H 0.095; O -0.116; O -0.098; H 0.108; C -0.054; H 0.087; C -0.033



(5)
ORCA calculation (ωB97M-V/def2-TZVPD) on a 2-piece molecular cluster, C5H10N2O overall at a distorted geometry.

Atoms and positions in Å:
H  -1.481  0.883  1.500
C  1.685  -1.521  -0.797
H  -2.990  0.734  -0.475
C  -0.386  -0.097  -1.350
C  2.330  -0.401  0.973
H  1.601  -2.370  -1.451
H  3.240  -2.244  0.411
N  2.650  -1.461  0.196
O  -3.268  0.956  0.417
H  -2.660  2.141  1.892
H  -0.217  -0.412  -2.371
C  -2.179  1.616  1.082
H  2.910  -0.078  1.823
N  1.276  0.232  0.538
H  -0.602  0.963  -1.328
H  -1.590  2.263  0.433
H  -1.170  -0.730  -0.926
C  0.848  -0.474  -0.569

Values from the calculation:
E_HOMO = -8.81 eV
HOMO-LUMO gap = 9.64 eV
Multiplicity = 1
SMILES = Cc1c[nH]cn1.CO

Results of the Löwdin charge analysis, in e, for atoms 1 through 8: H 0.066; C -0.075; H 0.045; C -0.042; C -0.214; H 0.112; H 0.142; N 0.044



(6)
ORCA calculation (ωB97M-V/def2-TZVPD) on an isolated ion of composition C6H16N2 and charge -1 at a distorted geometry.

Atoms and positions in Å:
H  0.056  0.319  3.453
N  0.282  0.368  1.443
H  1.334  2.111  2.226
H  1.758  -0.697  -2.864
H  -0.218  -1.399  2.718
H  1.407  -0.539  2.965
H  -0.166  1.974  2.833
H  -0.606  -1.936  -3.076
C  -0.448  -1.011  -0.326
H  -1.366  -0.995  -0.869
C  -0.359  -0.804  -3.133
H  1.194  0.279  -0.352
H  -1.984  -0.088  1.132
H  -0.602  -0.355  -4.164
H  -0.861  1.052  0.096
H  0.999  0.898  -2.727
H  -1.352  -0.438  -2.602
H  -0.349  -2.081  0.056
H  -0.122  2.600  1.167
N  0.832  -0.581  -0.973
C  -0.938  0.036  0.692
C  0.316  -0.444  2.769
C  0.847  -0.180  -2.356
C  0.345  1.912  1.891

Values from the calculation:
Total charge = -1
E_HOMO (alpha / beta) = 1.32 / -5.25 eV
HOMO-LUMO gap (alpha / beta) = 2.34 / 8.79 eV
Expectation value of S² = 0.750
Multiplicity = 2

Results of the Löwdin charge analysis, in e, for atoms 1 through 8: H -0.003; N -0.270; H -0.002; H 0.095; H 0.061; H 0.053; H -0.011; H 0.085



Relative energy (zero: lowest compared OMol25 entry of this formula, charge and spin), respectively: 1.921, 2.154, 0.393, 2.880, 1.013, 3.974 eV.
E, respectively: -85738.273, -31140.671, -90135.427, -8370.402, -10374.292, -9456.295 eV.